(1)
ORCA calculation (ωB97M-V/def2-TZVPD) on a structure of composition C47H69BBaN12O at a distorted geometry.

The calculation puts the largest force on an atom at 9.7 eV/A. The HOMO energy comes out at -6.42 eV. The value obtained for the total energy is -2614.70385 hartree. Its total charge is 0. The calculation puts the energy relative to the best compared isomer or geometry (same formula, charge and spin) at 342.5 kcal/mol. The calculation puts the HOMO-LUMO gap at 6.93 eV.

Last column: Mulliken charge in e.
CARTESIAN COORDINATES (ANGSTROEM)
Ba (-0.408, -0.756, -0.611)  2.44
C (-2.278, 3.573, -2.621)  -1.80
C (-2.900, 2.985, -1.397)  1.20
C (-3.909, 3.521, -0.577)  -1.98
C (-4.093, 2.593, 0.430)  1.66
C (-5.055, 2.686, 1.565)  -1.29
N (-3.236, 1.572, 0.207)  0.97
N (-2.505, 1.821, -0.915)  -0.21
B (-2.811, 0.216, 0.835)  1.35
N (-3.570, -0.959, 0.147)  1.17
N (-2.897, -1.424, -0.939)  -0.35
C (-3.663, -2.315, -1.550)  0.35
C (-3.184, -3.041, -2.762)  -1.38
C (-4.872, -2.439, -0.855)  -1.72
C (-4.776, -1.564, 0.212)  1.07
C (-5.805, -1.345, 1.266)  -1.36
N (-2.424, 0.123, 2.337)  0.82
N (-1.062, 0.060, 2.445)  0.71
C (-0.751, 0.136, 3.723)  0.77
C (0.668, 0.155, 4.188)  -1.56
C (-1.923, 0.239, 4.489)  -1.92
C (-2.964, 0.221, 3.583)  0.92
C (-4.409, 0.217, 3.960)  -1.32
H (-2.863, 4.422, -2.972)  0.38
H (-2.216, 2.829, -3.415)  0.43
H (-1.261, 3.911, -2.411)  -0.07
H (-4.435, 4.453, -0.706)  0.50
H (-5.804, 3.443, 1.337)  0.50
H (-4.553, 2.973, 2.491)  0.18
H (-5.572, 1.742, 1.722)  0.05
H (-1.738, 0.136, 0.371)  -2.26
H (-2.215, -2.650, -3.068)  0.07
H (-3.885, -2.933, -3.590)  0.41
H (-3.069, -4.105, -2.547)  0.28
H (-5.704, -3.086, -1.078)  0.49
H (-6.784, -1.626, 0.881)  0.46
H (-5.843, -0.302, 1.574)  0.16
H (-5.604, -1.963, 2.142)  0.22
H (1.331, 0.406, 3.358)  0.20
H (0.962, -0.816, 4.595)  0.38
H (0.793, 0.897, 4.977)  0.48
H (-2.004, 0.302, 5.562)  0.49
H (-4.480, 0.263, 5.044)  0.48
H (-4.892, -0.700, 3.632)  0.02
H (-4.961, 1.062, 3.559)  0.13
C (2.526, -1.586, 1.395)  -0.39
N (3.646, -0.682, 1.359)  0.62
C (4.583, -0.821, 2.454)  -1.25
C (3.757, 0.206, 0.330)  -0.07
N (2.715, 0.487, -0.384)  0.54
C (2.843, 0.926, -1.705)  -0.18
C (3.820, 0.333, -2.491)  -0.61
C (3.990, 0.637, -3.845)  -1.16
C (3.159, 1.534, -4.446)  -1.15
C (2.122, 2.151, -3.710)  1.69
C (1.272, 3.056, -4.385)  -1.61
C (0.256, 3.678, -3.722)  -1.03
C (0.069, 3.428, -2.360)  -0.38
C (0.883, 2.565, -1.637)  -0.42
N (0.552, 2.347, -0.309)  0.99
C (0.260, 3.317, 0.486)  -1.00
N (-0.674, 3.148, 1.479)  1.69
C (-1.580, 2.011, 1.351)  -1.97
C (-0.403, 3.584, 2.837)  -0.89
N (0.828, 4.585, 0.464)  0.54
C (2.068, 4.840, -0.232)  -0.79
C (0.017, 5.770, 0.663)  -1.26
C (1.943, 1.869, -2.316)  0.04
N (5.039, 0.751, 0.188)  0.37
C (6.162, -0.139, -0.039)  -1.28
C (5.220, 2.089, -0.325)  -0.72
H (2.001, -1.499, 2.348)  -0.08
H (2.820, -2.629, 1.241)  0.42
H (1.880, -1.259, 0.599)  -0.50
H (4.033, -0.790, 3.399)  0.30
H (5.312, -0.018, 2.443)  0.39
H (5.111, -1.780, 2.408)  0.37
H (4.459, -0.413, -2.040)  0.85
H (4.777, 0.148, -4.406)  0.49
H (3.265, 1.779, -5.496)  0.40
H (1.438, 3.240, -5.440)  0.41
H (-0.405, 4.367, -4.233)  0.47
H (-0.747, 3.908, -1.831)  0.78
H (-2.320, 2.203, 0.570)  -0.78
H (-2.095, 1.858, 2.298)  0.55
H (-1.040, 1.103, 1.096)  -0.11
H (0.271, 4.436, 2.842)  0.56
H (0.051, 2.776, 3.423)  -0.01
H (-1.334, 3.881, 3.323)  0.16
H (2.651, 3.927, -0.285)  0.06
H (2.636, 5.591, 0.324)  0.47
H (1.913, 5.204, -1.253)  0.27
H (-0.980, 5.496, 0.996)  0.31
H (-0.070, 6.326, -0.278)  0.34
H (0.475, 6.433, 1.403)  0.38
H (5.861, -1.174, 0.115)  0.37
H (6.991, 0.092, 0.637)  0.32
H (6.523, -0.038, -1.070)  0.38
H (4.354, 2.691, -0.068)  -0.02
H (5.363, 2.124, -1.411)  0.22
H (6.099, 2.530, 0.153)  0.41
C (0.729, -3.090, -3.655)  -1.18
C (1.926, -3.657, -2.887)  0.28
C (2.893, -2.549, -2.464)  -1.08
C (1.498, -4.530, -1.719)  0.59
C (1.920, -5.853, -1.723)  -1.02
C (1.551, -6.741, -0.729)  -1.29
C (0.715, -6.284, 0.275)  -0.85
C (0.274, -4.967, 0.330)  0.23
C (-0.695, -4.612, 1.448)  0.31
C (-2.082, -4.280, 0.890)  -0.99
C (-0.194, -3.491, 2.359)  -1.44
C (0.687, -4.040, -0.665)  -0.74
O (0.333, -2.759, -0.620)  0.54
H (1.059, -2.549, -4.545)  0.51
H (0.170, -2.408, -3.017)  -0.34
H (0.065, -3.898, -3.963)  0.46
H (2.465, -4.307, -3.583)  0.67
H (2.405, -1.851, -1.781)  -0.01
H (3.244, -1.994, -3.337)  0.52
H (3.759, -2.979, -1.956)  0.30
H (2.554, -6.195, -2.534)  0.42
H (1.895, -7.767, -0.746)  0.37
H (0.382, -6.975, 1.042)  0.41
H (-0.800, -5.507, 2.069)  0.78
H (-2.019, -3.426, 0.220)  -0.26
H (-2.779, -4.047, 1.699)  0.44
H (-2.479, -5.125, 0.324)  0.45
H (-0.108, -2.568, 1.792)  -0.16
H (0.784, -3.747, 2.772)  0.49
H (-0.890, -3.330, 3.186)  0.57

(2)
ORCA calculation (ωB97M-V/def2-TZVPD) on a cluster of 10 separate species, C47H69N10 in total at a distorted geometry.

The calculation puts the largest force on an atom at 2.3 eV/A. The HOMO energy comes out at -1.82 eV. The value obtained for the total energy is -2379.72645 hartree. Its total charge is -1. The calculation puts the energy relative to the best compared isomer or geometry (same formula, charge and spin) at 21.9 kcal/mol. The calculation puts the HOMO-LUMO gap at 3.82 eV.

Last column: Mulliken charge in e.
CARTESIAN COORDINATES (ANGSTROEM)
C (5.927, -1.663, 3.174)  -1.02
C (5.955, -2.036, 1.649)  -0.41
C (6.303, -0.865, 0.692)  -0.91
C (5.213, 0.240, 0.589)  -0.23
C (5.260, 1.329, 1.698)  -0.49
C (3.897, 2.143, 1.650)  -0.51
C (2.943, 1.462, 2.691)  -0.70
C (1.451, 1.635, 2.253)  -0.21
C (0.942, 0.447, 1.369)  -0.80
C (-0.593, 0.250, 1.588)  1.55
C (-0.984, -1.271, 1.655)  -0.77
N (-0.935, -1.815, 3.005)  -0.85
H (4.882, -1.726, 3.518)  0.23
H (6.406, -0.703, 3.410)  0.30
H (6.507, -2.435, 3.717)  0.33
H (4.994, -2.499, 1.366)  0.27
H (6.715, -2.832, 1.515)  0.37
H (7.297, -0.419, 0.888)  0.30
H (6.385, -1.313, -0.323)  0.34
H (5.397, 0.770, -0.370)  0.31
H (4.186, -0.169, 0.511)  0.17
H (5.313, 0.915, 2.719)  0.06
H (6.123, 2.001, 1.516)  0.37
H (3.517, 2.022, 0.622)  0.30
H (4.148, 3.178, 1.928)  0.27
H (3.072, 1.983, 3.661)  0.30
H (3.221, 0.398, 2.796)  0.23
H (0.835, 1.640, 3.168)  0.22
H (1.326, 2.617, 1.756)  0.12
H (1.127, 0.628, 0.294)  0.12
H (1.453, -0.487, 1.673)  0.34
H (-0.949, 0.717, 2.533)  -0.39
H (-1.171, 0.673, 0.728)  -0.43
H (-2.006, -1.418, 1.214)  0.04
H (-0.260, -1.838, 1.014)  0.18
H (-0.255, -2.575, 2.996)  0.08
N (-2.864, 3.027, -0.487)  0.10
C (-3.427, 2.793, -1.713)  -0.77
C (-2.489, 3.089, -2.670)  -0.32
C (-1.315, 3.513, -1.993)  -0.42
C (-1.578, 3.461, -0.649)  -0.42
H (-3.322, 2.897, 0.394)  0.21
H (-4.441, 2.438, -1.798)  0.41
H (-2.630, 3.009, -3.736)  0.43
H (-0.384, 3.819, -2.441)  0.43
H (-0.963, 3.693, 0.205)  0.37
N (-2.360, 2.728, 4.798)  0.09
C (-1.725, 1.740, 5.496)  -0.49
C (-0.990, 2.332, 6.490)  -0.55
C (-1.196, 3.734, 6.391)  -0.43
C (-2.049, 3.948, 5.338)  -0.54
H (-2.963, 2.580, 4.012)  0.20
H (-1.848, 0.702, 5.222)  0.47
H (-0.375, 1.817, 7.209)  0.43
H (-0.768, 4.498, 7.019)  0.40
H (-2.457, 4.857, 4.928)  0.39
N (-2.162, -0.849, -2.098)  0.30
C (-2.751, -2.071, -1.922)  -0.59
C (-2.039, -2.991, -2.651)  -0.74
C (-0.977, -2.295, -3.286)  -1.06
C (-1.081, -0.974, -2.923)  -0.25
H (-2.475, 0.011, -1.682)  0.14
H (-3.621, -2.181, -1.297)  0.51
H (-2.254, -4.046, -2.716)  0.68
H (-0.222, -2.713, -3.933)  0.51
H (-0.478, -0.118, -3.178)  0.49
N (-3.141, -6.934, 0.234)  0.05
C (-3.357, -5.906, 1.116)  -1.06
C (-2.284, -5.057, 1.051)  0.03
C (-1.384, -5.587, 0.092)  -0.58
C (-1.941, -6.743, -0.400)  -0.59
H (-3.763, -7.702, 0.075)  0.17
H (-4.255, -5.869, 1.712)  0.47
H (-2.159, -4.150, 1.631)  0.63
H (-0.438, -5.167, -0.207)  0.44
H (-1.590, -7.442, -1.141)  0.39
N (-6.529, -4.073, 2.732)  0.08
C (-7.262, -3.850, 3.867)  -0.51
C (-6.729, -2.756, 4.501)  -0.57
C (-5.637, -2.302, 3.717)  -0.43
C (-5.540, -3.132, 2.632)  -0.59
H (-6.690, -4.813, 2.076)  0.22
H (-8.094, -4.485, 4.123)  0.37
H (-7.084, -2.331, 5.426)  0.38
H (-4.994, -1.463, 3.925)  0.53
H (-4.854, -3.136, 1.800)  0.50
N (5.880, 7.028, 0.532)  -0.08
C (5.655, 5.677, 0.552)  -0.67
C (4.763, 5.383, -0.446)  -0.07
C (4.440, 6.601, -1.097)  -0.74
C (5.146, 7.599, -0.474)  -0.45
H (6.488, 7.523, 1.158)  0.23
H (6.146, 5.046, 1.274)  0.43
H (4.385, 4.402, -0.683)  0.50
H (3.767, 6.733, -1.929)  0.42
H (5.189, 8.659, -0.658)  0.43
N (-3.377, -3.426, -5.853)  0.10
C (-2.578, -3.881, -6.863)  -0.32
C (-3.375, -4.523, -7.778)  -0.65
C (-4.708, -4.447, -7.300)  -0.58
C (-4.675, -3.761, -6.111)  -0.50
H (-3.058, -2.920, -5.041)  0.22
H (-1.514, -3.711, -6.844)  0.39
H (-3.038, -4.994, -8.687)  0.39
H (-5.591, -4.848, -7.773)  0.44
H (-5.462, -3.485, -5.429)  0.49
N (9.207, 8.069, -2.099)  -0.01
C (8.496, 8.337, -0.963)  -0.24
C (9.043, 9.450, -0.377)  -0.30
C (10.123, 9.872, -1.195)  -0.51
C (10.198, 9.001, -2.252)  -0.48
H (9.029, 7.306, -2.725)  0.20
H (7.667, 7.714, -0.671)  0.22
H (8.705, 9.911, 0.537)  0.37
H (10.771, 10.717, -1.029)  0.39
H (10.868, 8.964, -3.095)  0.38
N (-7.825, -7.077, -4.439)  0.01
C (-8.549, -6.873, -3.295)  -0.44
C (-8.017, -5.786, -2.650)  -0.81
C (-6.936, -5.313, -3.438)  -0.05
C (-6.843, -6.128, -4.537)  -0.54
H (-7.989, -7.808, -5.104)  0.18
H (-9.374, -7.517, -3.039)  0.37
H (-8.366, -5.374, -1.717)  0.42
H (-6.297, -4.471, -3.223)  0.51
H (-6.166, -6.116, -5.375)  0.36

(3)
ORCA calculation (ωB97M-V/def2-TZVPD) on a structure of composition C47H70BrN2O2PtSSi3Te.

The calculation puts the largest force on an atom at 1.0 eV/A. The HOMO energy comes out at -9.30 eV. The value obtained for the total energy is -6320.90621 hartree. Its total charge is +1. The calculation puts the energy relative to the best compared isomer or geometry (same formula, charge and spin) at 0.0 kcal/mol. The calculation puts the HOMO-LUMO gap at 6.05 eV.

Last column: Mulliken charge in e.
CARTESIAN COORDINATES (ANGSTROEM)
Pt (0.628, -0.369, 1.145)  -0.13
S (0.525, 2.879, 4.180)  -0.37
C (-0.985, 2.022, 4.309)  1.55
C (-2.052, 2.266, 5.167)  -0.68
C (-3.143, 1.423, 5.100)  -0.72
C (-3.174, 0.353, 4.197)  -1.08
C (-2.115, 0.108, 3.346)  -0.21
C (-1.012, 0.956, 3.410)  -0.80
N (0.153, 0.856, 2.662)  1.08
C (1.025, 1.795, 2.948)  1.15
C (2.258, 1.774, 2.188)  0.39
C (3.356, 2.606, 2.386)  -0.49
C (4.483, 2.423, 1.606)  -1.22
C (4.502, 1.409, 0.652)  -0.43
C (3.403, 0.586, 0.447)  -0.44
C (2.254, 0.767, 1.206)  -0.25
H (-2.027, 3.089, 5.868)  0.48
H (-3.986, 1.590, 5.756)  0.44
H (-4.039, -0.295, 4.169)  0.50
H (-2.127, -0.727, 2.657)  0.33
H (3.333, 3.378, 3.146)  0.52
H (5.346, 3.060, 1.742)  0.41
H (5.391, 1.265, 0.050)  0.56
H (3.434, -0.191, -0.306)  0.47
C (2.097, -3.054, 7.048)  -1.07
Si (0.812, -2.397, 5.866)  0.07
C (-0.731, -3.443, 5.942)  -1.00
C (0.382, -0.630, 6.284)  -0.57
C (1.598, -2.439, 4.140)  -0.71
Te (0.321, -2.940, 2.507)  -0.36
C (1.826, -3.844, 1.281)  0.32
Si (1.455, -5.638, 0.857)  0.26
C (-0.234, -5.750, 0.064)  -0.89
C (1.514, -6.649, 2.422)  -1.03
C (2.757, -6.213, -0.366)  -1.04
H (1.757, -2.987, 8.083)  0.32
H (3.029, -2.491, 6.968)  0.33
H (2.317, -4.103, 6.837)  0.30
H (-1.174, -3.374, 6.938)  0.37
H (-0.520, -4.495, 5.741)  0.30
H (-1.483, -3.112, 5.222)  0.33
H (-0.101, -0.578, 7.262)  0.42
H (-0.310, -0.208, 5.554)  -0.08
H (1.272, 0.002, 6.318)  0.31
H (2.382, -3.198, 4.117)  0.63
H (2.060, -1.478, 3.905)  0.33
H (2.752, -3.752, 1.852)  0.83
H (1.928, -3.221, 0.391)  -0.79
H (-1.000, -5.243, 0.658)  0.30
H (-0.537, -6.795, -0.037)  0.51
H (-0.238, -5.308, -0.934)  0.13
H (0.768, -6.294, 3.136)  0.24
H (2.497, -6.585, 2.894)  0.34
H (1.309, -7.702, 2.223)  0.35
H (3.072, -5.395, -1.019)  0.21
H (2.379, -7.021, -0.996)  0.35
H (3.646, -6.585, 0.147)  0.34
C (-1.382, 5.652, -1.294)  -2.18
C (-1.294, 4.711, -2.506)  2.70
C (-1.756, 5.485, -3.753)  -1.74
C (0.195, 4.368, -2.677)  -2.06
Si (-2.378, 3.155, -2.231)  -1.10
Br (-1.237, 1.927, -0.678)  0.28
C (-2.494, 2.009, -3.769)  2.95
C (-1.153, 1.951, -4.512)  -2.38
C (-2.835, 0.556, -3.400)  -1.91
C (-3.555, 2.531, -4.754)  -1.84
C (-4.072, 3.505, -1.398)  2.51
C (-4.829, 4.614, -2.150)  -1.82
C (-4.953, 2.247, -1.383)  -2.04
C (-3.924, 3.933, 0.072)  -1.81
H (-0.695, 6.489, -1.450)  0.60
H (-1.090, 5.151, -0.369)  0.33
H (-2.377, 6.073, -1.161)  0.36
H (-1.164, 6.401, -3.845)  0.53
H (-2.805, 5.780, -3.702)  0.29
H (-1.612, 4.915, -4.670)  0.32
H (0.754, 5.304, -2.775)  0.54
H (0.397, 3.778, -3.570)  0.41
H (0.592, 3.833, -1.814)  0.20
H (-0.346, 1.630, -3.852)  0.33
H (-0.874, 2.904, -4.958)  0.43
H (-1.230, 1.222, -5.325)  0.63
H (-2.060, 0.112, -2.773)  -0.07
H (-2.899, -0.031, -4.322)  0.61
H (-3.783, 0.449, -2.879)  0.29
H (-3.372, 3.563, -5.057)  0.37
H (-4.565, 2.476, -4.349)  0.33
H (-3.535, 1.918, -5.660)  0.51
H (-4.967, 4.390, -3.209)  0.32
H (-4.329, 5.579, -2.073)  0.31
H (-5.824, 4.729, -1.709)  0.54
H (-5.231, 1.906, -2.378)  0.31
H (-5.880, 2.479, -0.850)  0.63
H (-4.466, 1.424, -0.856)  0.28
H (-3.333, 4.836, 0.203)  0.30
H (-3.472, 3.145, 0.676)  0.28
H (-4.922, 4.132, 0.474)  0.55
C (6.298, -1.988, -2.900)  -1.01
O (4.879, -2.058, -2.992)  -0.52
C (4.178, -0.900, -2.861)  1.27
C (4.737, 0.366, -2.770)  -0.57
C (3.900, 1.471, -2.674)  -1.10
C (2.523, 1.327, -2.676)  -0.37
C (1.959, 0.065, -2.788)  0.53
C (2.785, -1.041, -2.871)  -0.90
N (2.320, -2.362, -3.122)  0.16
C (1.128, -2.916, -3.059)  -0.76
C (-0.042, -2.572, -2.356)  1.13
C (-1.253, -3.169, -2.824)  -0.73
C (-2.444, -2.954, -2.209)  -1.50
C (-2.474, -2.141, -1.050)  -0.74
C (-1.334, -1.597, -0.540)  -0.75
C (-0.062, -1.801, -1.155)  1.97
O (1.023, -1.352, -0.630)  -1.41
H (6.717, -1.453, -3.754)  0.36
H (6.651, -3.015, -2.904)  0.27
H (6.598, -1.501, -1.971)  0.41
H (5.809, 0.495, -2.784)  0.52
H (4.337, 2.458, -2.595)  0.42
H (1.885, 2.194, -2.581)  0.47
H (0.885, -0.053, -2.819)  0.25
H (3.027, -2.918, -3.588)  0.33
H (1.057, -3.818, -3.661)  0.47
H (-1.207, -3.788, -3.712)  0.47
H (-3.353, -3.392, -2.595)  0.49
H (-3.419, -1.952, -0.554)  0.59
H (-1.384, -0.961, 0.350)  -0.18